(1)
Molecular formula: C36H26F15N2O7OsS
Method: DFT, the ωB97M-V functional and the def2-TZVPD basis

XYZ file:
```
88
Properties=species:S:1:pos:R:3:forces:R:3:lowdin_spin:R:1
Os 0.114 0.145 -0.337 1.0 -0.8 1.7 2.98
C -3.745 4.158 2.483 0.0 -0.1 -0.1 0.00
C -3.015 2.867 2.295 0.2 0.0 0.1 0.02
C -3.673 1.724 1.866 0.1 -0.2 0.0 0.00
C -2.962 0.586 1.558 0.2 0.1 -0.2 0.02
C -1.570 0.553 1.674 -0.7 1.2 0.5 0.02
N -0.881 -0.551 1.165 0.2 0.3 -0.8 0.18
C -1.080 -1.797 1.655 -0.1 -2.0 0.8 0.00
C -1.914 -1.999 2.781 0.3 0.4 -0.4 0.05
C -2.133 -3.245 3.314 0.1 -0.3 -0.1 -0.01
C -1.508 -4.365 2.785 0.1 0.2 -0.1 0.05
C -1.706 -5.732 3.360 0.0 0.0 -0.1 0.01
C -0.669 -4.188 1.691 -0.3 0.1 0.4 -0.01
C -0.449 -2.950 1.112 0.1 0.4 0.0 0.05
C 0.380 -2.884 -0.179 -0.7 -1.0 -0.1 0.02
O 1.021 -1.730 -0.453 -0.5 2.6 0.0 0.17
C 1.523 -3.950 -0.199 0.4 -0.4 0.1 0.00
F 2.166 -4.005 0.974 0.0 0.3 0.2 0.00
F 2.432 -3.666 -1.125 0.1 0.2 -0.3 0.00
F 1.134 -5.216 -0.461 -0.3 -0.1 0.0 0.00
C -0.650 -3.225 -1.311 -0.5 -0.6 0.1 0.01
F -1.238 -4.432 -1.140 0.1 0.0 0.2 0.00
F -1.663 -2.343 -1.259 0.1 0.0 0.0 0.00
F -0.136 -3.245 -2.530 0.3 0.3 -0.1 0.00
C -0.900 1.686 2.185 0.1 -0.3 -0.1 0.02
C -1.639 2.816 2.488 -0.4 0.0 -0.1 0.00
C 0.616 1.620 2.410 -0.1 0.2 0.7 0.01
O 1.329 1.062 1.419 -0.3 -0.8 -1.6 0.13
C 1.267 3.011 2.677 0.4 0.7 0.4 0.00
F 2.595 2.906 2.774 0.2 -0.2 -0.1 0.00
F 0.886 3.638 3.817 -0.2 -0.1 0.2 0.00
F 1.040 3.900 1.711 -0.3 -0.1 -0.6 0.00
C 0.807 0.849 3.761 -0.1 -0.1 0.6 0.00
F 0.360 -0.406 3.719 -0.1 -0.3 -0.4 0.00
F 2.078 0.782 4.160 0.4 0.0 -0.2 0.00
F 0.131 1.433 4.779 -0.2 0.1 0.0 0.00
H -4.818 3.994 2.543 -0.1 0.1 0.1 0.00
H -3.540 4.796 1.624 -0.1 0.1 0.0 0.00
H -3.401 4.669 3.378 0.0 0.1 0.1 0.00
H -4.744 1.732 1.737 -0.1 0.0 -0.1 0.00
H -3.455 -0.283 1.152 -0.1 -0.1 0.0 0.00
H -2.390 -1.143 3.235 0.0 0.0 0.0 0.00
H -2.799 -3.353 4.159 0.0 0.0 0.1 0.00
H -2.355 -5.692 4.230 0.0 -0.1 0.1 0.00
H -0.747 -6.156 3.650 0.0 -0.1 0.1 0.00
H -2.151 -6.399 2.621 -0.1 -0.1 0.0 0.00
H -0.192 -5.068 1.292 0.0 0.0 -0.1 0.00
H -1.157 3.706 2.856 0.1 0.1 0.0 0.00
C -3.039 6.208 -3.248 0.1 0.0 0.0 0.00
C -2.215 6.182 -1.994 -0.1 0.1 0.3 0.00
C -2.792 6.631 -0.813 -0.1 0.1 0.1 0.00
C -2.068 6.639 0.369 0.0 0.0 -0.2 0.00
C -0.782 6.156 0.377 0.1 -0.2 -0.1 0.00
C -0.177 5.685 -0.797 -0.8 0.4 -0.2 0.00
N 1.146 5.347 -0.690 0.6 0.0 0.6 0.00
C 2.025 4.696 -1.561 0.2 -0.1 -0.1 0.00
C 3.184 5.402 -1.899 0.0 -0.1 0.0 0.00
C 4.109 4.882 -2.779 0.0 0.0 0.0 0.00
C 3.889 3.637 -3.350 0.1 0.0 -0.1 0.00
C 2.796 2.894 -2.958 0.0 0.0 0.0 0.00
C 1.873 3.387 -2.036 0.1 -0.1 0.1 0.00
C 0.932 2.388 -1.442 -0.3 1.9 0.4 0.01
O 0.008 2.685 -0.668 0.2 -0.4 -0.3 0.04
O 1.199 1.173 -1.710 0.4 -1.3 -0.2 0.05
C -0.890 5.742 -2.011 0.2 0.0 0.3 0.00
C -0.232 5.379 -3.308 0.0 0.0 0.0 0.00
H -4.065 6.481 -3.017 -0.1 0.0 0.0 0.00
H -3.042 5.227 -3.715 0.0 -0.1 -0.2 0.00
H -2.645 6.935 -3.958 0.0 0.0 -0.1 0.00
H -3.808 6.999 -0.819 -0.1 0.0 0.0 0.00
H -2.506 7.032 1.276 0.0 0.0 0.1 0.00
H -0.215 6.136 1.295 0.1 0.0 0.2 0.00
H 1.542 5.544 0.218 0.0 0.0 -0.2 0.00
H 3.335 6.379 -1.462 -0.1 0.1 0.0 0.00
H 4.993 5.450 -3.026 0.1 0.1 0.0 0.00
H 4.594 3.232 -4.060 0.1 0.0 -0.1 0.00
H 2.647 1.887 -3.318 0.1 0.0 -0.1 0.00
H 0.808 5.700 -3.322 0.0 0.0 -0.1 0.00
H -0.741 5.839 -4.152 0.0 0.0 0.0 0.00
H -0.245 4.301 -3.450 0.1 -0.1 -0.2 0.00
F -0.612 2.051 -4.040 0.2 -0.2 0.2 0.00
C -1.851 1.710 -3.668 -0.3 0.1 -0.3 0.00
F -2.547 1.520 -4.800 0.1 -0.3 0.1 0.00
F -2.393 2.779 -3.075 0.0 -0.1 0.4 0.00
S -1.905 0.144 -2.593 -1.0 0.7 -1.9 0.01
O -0.651 -0.503 -2.865 0.4 -0.1 0.0 0.04
O -3.104 -0.482 -3.061 0.0 -0.1 0.3 0.01
O -1.988 0.679 -1.228 0.7 0.0 0.7 0.07
```
Positions in Å, forces in eV/Å.

- strongest force on any atom (eV Å⁻¹) = 2.631
- energy relative to the best compared isomer or geometry (same formula, charge and spin) (kcal/mol) = 43.4
- expectation value of S² = 6.025
- E_HOMO (spin up / spin down) (Ha) = -0.198 / -0.199
- E_LUMO (spin up / spin down) (eV) = 2.082 / 0.718
- multiplicity = 5
- net charge = -1
- frontier orbital gap (spin up / spin down) (eV) = 7.480 / 6.130

(2)
Molecular formula: C36H26F9HgN4PS4
Method: DFT, the ωB97M-V functional and the def2-TZVPD basis

XYZ file:
```
81
Properties=species:S:1:pos:R:3:forces:R:3:mulliken_charge:R:1
Hg -1.321 -1.257 0.833 -0.5 -0.2 0.1 1.27
C -2.393 1.412 4.123 0.0 -0.1 0.0 -1.44
C -2.429 1.238 2.621 0.0 0.1 0.1 1.02
N -1.343 1.547 1.901 -0.1 0.1 -0.1 -0.27
N -0.461 2.360 2.619 0.0 0.1 0.1 -0.19
C 0.773 2.023 2.959 0.0 0.0 0.0 -0.02
N 1.544 3.067 3.465 0.0 0.0 0.0 -0.41
S 1.429 0.493 2.802 0.0 0.0 0.0 -0.25
C -3.587 0.748 2.025 0.0 -0.2 0.0 -0.03
C -4.806 0.422 2.700 0.0 0.1 0.0 -1.05
C -5.998 0.543 2.063 0.0 0.0 0.0 -0.47
C -5.997 1.097 0.730 0.0 -0.1 0.0 -0.46
C -4.853 1.192 0.036 0.0 0.1 -0.1 -0.52
N -3.670 0.649 0.588 0.1 0.2 0.1 0.58
H -1.450 1.021 4.507 0.0 0.0 0.0 0.28
H -2.463 2.468 4.401 0.0 0.0 0.0 0.30
H -3.210 0.892 4.612 0.0 0.0 0.0 0.38
H -0.743 3.325 2.760 0.1 0.0 -0.1 0.32
H 1.040 3.815 3.922 0.0 0.0 0.0 0.20
H 2.330 2.722 3.990 0.0 0.0 0.0 0.25
H -4.785 0.103 3.735 0.0 0.0 0.0 0.25
H -6.928 0.297 2.558 0.0 0.0 0.0 0.40
H -6.917 1.440 0.271 0.0 0.0 0.0 0.35
H -4.771 1.549 -0.979 0.0 0.0 0.0 0.34
S -1.057 -2.621 2.910 0.1 0.2 0.1 -0.51
C -1.538 -4.181 2.253 0.0 -0.1 -0.1 0.19
C -2.183 -5.084 3.107 0.0 0.1 0.0 -0.71
C -2.566 -6.348 2.692 0.0 0.0 0.0 -0.46
C -2.319 -6.738 1.381 0.0 0.0 0.0 -0.48
C -1.691 -5.857 0.517 0.0 0.1 0.0 -0.69
C -1.279 -4.579 0.918 0.1 0.0 0.1 0.52
S -0.442 -3.555 -0.238 0.0 0.0 -0.2 -0.48
H -2.383 -4.762 4.122 0.0 0.0 0.0 0.34
H -3.063 -7.018 3.385 0.0 0.0 0.0 0.31
H -2.620 -7.719 1.028 0.0 0.0 0.0 0.31
H -1.499 -6.146 -0.510 0.0 0.0 0.0 0.34
F 0.695 0.062 -7.719 0.0 0.0 0.0 -0.29
C 0.857 -1.021 -6.926 0.0 0.0 0.0 0.92
F 2.057 -1.553 -7.275 0.0 0.0 0.0 -0.27
F -0.071 -1.920 -7.308 0.0 0.0 0.0 -0.28
C 0.785 -0.691 -5.470 0.0 0.0 0.0 0.36
C 0.332 -1.642 -4.563 0.0 0.0 0.0 -1.04
C 0.302 -1.345 -3.213 0.0 0.0 0.0 -0.50
C 0.750 -0.106 -2.752 -0.1 0.0 0.0 0.37
C 1.194 0.839 -3.670 0.0 0.0 0.0 -0.12
C 1.209 0.553 -5.027 0.0 0.0 0.0 -1.10
P 0.732 0.117 -0.928 0.2 -0.1 0.2 0.39
C 0.937 1.924 -0.733 0.0 0.0 0.0 0.94
C 1.956 2.485 0.031 0.0 0.0 0.0 -0.60
C 1.983 3.849 0.283 0.0 0.0 0.0 -0.81
C 0.983 4.663 -0.225 0.0 0.0 0.0 0.23
C -0.050 4.114 -0.979 0.0 0.0 0.0 -1.18
C -0.073 2.755 -1.228 0.0 0.0 0.0 -0.42
C 0.968 6.121 0.096 0.0 0.0 0.0 0.81
F 2.185 6.599 0.437 0.0 0.0 0.0 -0.30
F 0.535 6.880 -0.936 0.0 0.0 0.0 -0.29
F 0.150 6.417 1.138 0.0 0.0 0.0 -0.28
C 2.445 -0.506 -0.625 0.0 0.0 -0.1 0.16
C 2.601 -1.605 0.214 0.0 0.1 0.0 -0.11
C 3.860 -2.150 0.428 0.1 0.0 0.0 -0.99
C 4.968 -1.596 -0.196 0.0 0.0 0.0 0.38
C 4.825 -0.502 -1.044 0.0 0.0 0.0 -1.12
C 3.567 0.029 -1.257 0.0 0.0 0.0 0.03
C 6.335 -2.139 0.073 0.0 0.0 0.0 0.91
F 6.949 -1.505 1.103 0.0 0.0 0.0 -0.27
F 7.167 -2.003 -0.986 0.0 0.0 0.0 -0.29
F 6.329 -3.448 0.390 0.0 0.0 0.0 -0.28
H -0.021 -2.604 -4.912 0.0 0.0 0.0 0.40
H -0.096 -2.070 -2.510 0.0 0.0 0.0 0.27
H 1.518 1.815 -3.329 0.0 0.0 0.0 0.39
H 1.547 1.296 -5.737 0.0 0.0 0.0 0.40
H 2.721 1.855 0.465 0.0 0.0 0.0 0.28
H 2.771 4.267 0.894 0.0 0.0 0.0 0.34
H -0.843 4.747 -1.359 0.0 0.0 0.0 0.39
H -0.901 2.316 -1.773 0.0 0.0 0.0 0.26
H 1.738 -2.054 0.694 0.0 0.0 0.0 0.48
H 3.967 -3.008 1.077 0.0 0.0 0.0 0.45
H 5.691 -0.080 -1.538 0.0 0.0 0.0 0.41
H 3.455 0.874 -1.927 0.0 0.0 0.0 0.43
S -2.661 0.300 -1.830 0.0 0.0 -0.1 -0.51
C -2.698 0.114 -0.152 0.1 -0.1 -0.1 -0.44
```
Positions in Å, forces in eV/Å.

- strongest force on any atom (eV Å⁻¹) = 0.562
- energy relative to the best compared isomer or geometry (same formula, charge and spin) (kcal/mol) = 0.3
- E_HOMO (Ha) = -0.045
- E_LUMO (eV) = 4.057
- net charge = -2
- frontier orbital gap (eV) = 5.291

(3)
Molecular formula: C36H26N6O3PRbS
Method: DFT, the ωB97M-V functional and the def2-TZVPD basis

XYZ file:
```
74
Properties=species:S:1:pos:R:3:forces:R:3:mulliken_charge:R:1
Rb -0.017 -0.076 -0.085 0.1 0.1 -0.4 0.91
C 4.396 -2.224 0.888 0.0 0.0 0.0 -0.39
C 3.340 -1.363 0.625 0.0 0.1 0.0 -0.27
N 2.359 -1.700 -0.199 -0.1 -0.1 0.0 0.01
C 2.392 -2.912 -0.751 0.0 0.0 0.0 0.22
C 3.464 -3.762 -0.478 0.0 0.0 0.0 -0.27
N 4.463 -3.423 0.327 0.0 0.0 0.0 -0.63
C 1.247 -3.335 -1.631 0.0 0.1 0.0 0.12
C 1.250 -4.610 -2.185 0.1 0.0 0.0 -0.41
C 0.188 -5.028 -2.967 0.0 0.0 0.0 0.70
C -0.849 -4.131 -3.162 -0.1 0.0 0.0 -0.49
C -0.789 -2.865 -2.591 0.0 0.0 0.0 0.08
N 0.245 -2.472 -1.838 0.0 -0.2 0.0 -0.38
C -1.925 -1.904 -2.811 0.0 0.0 0.0 0.32
C -3.031 -2.244 -3.594 0.0 0.0 0.0 -0.30
N -4.056 -1.425 -3.790 0.0 0.0 0.0 -0.62
C -3.994 -0.239 -3.198 0.0 0.0 0.0 -0.41
C -2.901 0.116 -2.426 0.0 0.1 0.0 -0.12
N -1.877 -0.702 -2.238 0.1 -0.2 0.0 -0.07
C 0.157 -6.384 -3.566 0.0 0.0 0.0 0.71
C 0.826 -7.452 -2.978 0.0 -0.1 0.1 -0.58
C 0.766 -8.701 -3.576 0.0 0.0 0.0 -0.38
N 0.100 -8.952 -4.700 0.0 0.0 0.0 -0.62
C -0.538 -7.928 -5.260 0.0 0.0 0.0 -0.37
C -0.542 -6.644 -4.739 0.0 0.0 -0.1 -0.59
H 5.195 -1.940 1.561 0.0 0.0 0.0 0.41
H 3.281 -0.388 1.098 0.0 0.0 0.0 0.43
H 3.540 -4.749 -0.911 0.0 0.0 0.0 0.48
H 2.084 -5.276 -2.028 0.0 0.0 0.0 0.32
H -1.710 -4.441 -3.733 0.0 0.0 0.0 0.39
H -3.111 -3.201 -4.090 0.0 0.0 0.0 0.47
H -4.828 0.437 -3.340 0.0 0.0 0.0 0.41
H -2.852 1.087 -1.945 0.0 0.0 0.0 0.35
H 1.366 -7.340 -2.047 0.0 0.0 0.0 0.41
H 1.277 -9.542 -3.122 0.0 0.0 0.0 0.36
H -1.074 -8.140 -6.179 0.0 0.0 0.0 0.36
H -1.065 -5.861 -5.273 0.0 0.0 0.0 0.42
O -0.577 -0.422 4.383 0.1 -0.1 0.0 -0.77
S -0.659 0.111 3.047 -0.1 0.0 0.3 1.61
O 0.629 0.500 2.465 0.1 0.2 0.1 -0.64
O -1.451 -0.699 2.116 0.0 0.1 0.1 -0.86
C -1.609 1.630 3.224 0.0 0.0 0.1 0.12
C -2.667 1.520 4.123 0.0 0.0 0.0 -0.80
C -3.506 2.589 4.376 0.0 0.0 0.0 -0.64
C -3.278 3.796 3.735 0.0 0.0 0.0 -0.82
C -2.221 3.914 2.847 0.0 0.0 0.0 -0.21
C -1.368 2.842 2.564 0.0 0.1 0.0 0.58
P -0.011 3.074 1.328 0.0 -0.2 0.1 0.17
C 1.457 3.361 2.380 0.0 0.0 0.0 0.28
C 2.699 3.372 1.750 0.0 0.0 0.0 -0.46
C 3.860 3.596 2.474 0.0 0.0 0.0 -0.71
C 3.790 3.796 3.846 0.0 0.0 0.0 -0.43
C 2.558 3.776 4.483 0.0 0.0 0.0 -0.81
C 1.396 3.564 3.754 0.0 0.0 0.0 0.08
C -0.363 4.772 0.728 0.1 0.0 0.0 -0.53
C 0.258 5.920 1.213 0.0 0.0 0.0 0.05
C -0.049 7.167 0.681 0.0 0.0 0.0 -0.74
C -0.984 7.283 -0.336 0.0 0.0 0.0 -0.41
C -1.608 6.144 -0.830 0.0 0.0 0.0 -0.69
C -1.288 4.901 -0.309 0.0 0.0 0.0 -0.06
H -2.807 0.577 4.633 0.0 0.0 0.0 0.48
H -4.323 2.481 5.077 0.0 0.0 0.0 0.38
H -3.911 4.653 3.928 0.0 0.0 0.0 0.42
H -2.057 4.870 2.370 0.0 0.0 0.0 0.31
H 2.757 3.206 0.679 0.0 0.0 0.0 0.44
H 4.818 3.607 1.970 0.0 0.0 0.0 0.42
H 4.695 3.962 4.418 0.0 0.0 0.0 0.38
H 2.499 3.921 5.554 0.0 0.0 0.0 0.41
H 0.441 3.540 4.263 0.0 0.0 0.0 0.42
H 0.982 5.843 2.014 0.0 0.0 0.0 0.43
H 0.444 8.050 1.068 0.0 0.0 0.0 0.40
H -1.224 8.255 -0.747 0.0 0.0 0.0 0.38
H -2.335 6.226 -1.628 0.0 0.0 0.0 0.39
H -1.768 4.012 -0.705 0.0 0.0 0.0 0.44
```
Positions in Å, forces in eV/Å.

- strongest force on any atom (eV Å⁻¹) = 0.473
- energy relative to the best compared isomer or geometry (same formula, charge and spin) (kcal/mol) = 0.0
- E_HOMO (Ha) = -0.296
- E_LUMO (eV) = -1.079
- net charge = 0
- frontier orbital gap (eV) = 6.988